(1)
This record from the OMol25 dataset describes C6H4N5O5Pb as an isolated structure at a distorted geometry. The level of theory is ωB97M-V/def2-TZVPD.

```
! wB97M-V def2-TZVPD RIJCOSX def2/J DEFGRID3
* xyz 3 1
O -1.4002 -2.9739 -1.2950
C -0.7263 -2.0359 -1.2115
Pb 0.4459 -0.2006 -1.2386
O 2.7514 -1.7907 0.7351
C 2.0160 -1.2941 0.0310
C 1.7855 1.5255 -1.3215
O 2.4615 2.4769 -1.3952
C -0.9302 0.8028 -2.6977
O -0.6119 1.8756 -3.1280
C 1.4933 -0.9502 -3.1629
O 1.9262 -1.3082 -4.1421
H -1.8139 0.0562 -2.7763
N -1.4284 -0.4150 3.7687
N -0.9951 0.1606 2.6246
N -0.7126 1.4763 2.5485
C -0.2568 1.5685 1.3015
N -0.3179 0.3549 0.6713
N -0.7424 -0.5523 1.5695
H -1.5779 -1.4051 3.7828
H -1.5183 0.1718 4.5714
H 0.1520 2.4568 0.7642
*
```

Values from the calculation:
* relative energy (zero: lowest compared OMol25 entry of this formula, charge and spin): 33.0 kcal/mol
* highest occupied orbital energy: -20.5 eV
* strongest force on any atom: 11.27 eV/A

Results of the Mulliken charge analysis, in e, for atoms 1 through 4: atom 1 (O): 0.006, atom 2 (C): 0.106, atom 3 (Pb): 1.417, atom 4 (O): 0.035

(2)
This record from the OMol25 dataset describes one molecule with the formula C6H4O. The level of theory is ωB97M-V/def2-TZVPD.

```
! wB97M-V def2-TZVPD RIJCOSX def2/J DEFGRID3
* xyz 0 1
C 3.2240 0.5258 0.6330
C 1.9943 0.3833 0.9145
C 0.7123 0.1105 0.6124
C -0.3898 1.0204 0.2792
C -1.2540 0.3215 -0.4616
C -0.7261 -1.0728 -0.6008
O 0.3335 -1.1462 0.3495
H -0.2311 -1.1759 -1.5743
H -0.3962 2.0746 0.5230
H -2.1361 0.6838 -0.9761
H -1.4234 -1.8964 -0.4527
*
```

Values from the calculation:
* relative energy (zero: lowest compared OMol25 entry of this formula, charge and spin): 78.1 kcal/mol
* highest occupied orbital energy: -9.6 eV
* strongest force on any atom: 0.83 eV/A

Results of the Mulliken charge analysis, in e, for atoms 1 through 4: atom 1 (C): -0.495, atom 2 (C): -0.346, atom 3 (C): 0.640, atom 4 (C): -0.256

Looking at energy for the records above, in order, we have -1072.35944; -306.08712 Eh.